[1]
Formula: C8H7ClF2
Source: the OMol25 dataset
Level of theory: ωB97M-V/def2-TZVPD

As for the energy above the lowest of the compared OMol25 structures with the same formula, charge and spin: 0.627 eV. The HOMO energy is -9.036 eV.

ORCA input file:
```
! wB97M-V def2-TZVPD RIJCOSX def2/J DEFGRID3
* xyz 0 1
Cl 1.87 -1.89 -0.32
F 0.57 1.77 0.30
F -3.63 -0.74 -0.04
C -2.37 -0.48 -0.11
C 1.77 -0.17 0.05
C 2.87 0.42 0.51
C -0.31 -0.21 1.15
C -0.30 0.31 -1.34
C -1.58 -0.62 1.14
C -1.82 0.03 -1.18
C 0.39 0.45 0.01
H 0.35 0.09 2.06
H -2.02 -1.08 1.98
H 0.05 -0.54 -1.82
H 2.78 1.42 0.79
H -2.38 0.18 -2.03
H 0.01 1.12 -1.92
H 3.76 -0.06 0.77
*
```

Partial atomic charges computed with the natural (NBO) method, in multiples of e:
1 Cl -0.01
2 F -0.35
3 F -0.30
4 C 0.37
5 C -0.02
6 C -0.40
7 C -0.18
8 C -0.45
9 C -0.24
10 C -0.25
11 C 0.25
12 H 0.23
13 H 0.23
14 H 0.24
15 H 0.22
16 H 0.21
17 H 0.24
18 H 0.21

---

[2]
Formula: C8H7CrN3O4
Source: the OMol25 dataset
Level of theory: ωB97M-V/def2-TZVPD

As for the energy above the lowest of the compared OMol25 structures with the same formula, charge and spin: 0.635 eV. The HOMO energy (spin up / spin down) is -16.756 / -16.765 eV.

ORCA input file:
```
! wB97M-V def2-TZVPD RIJCOSX def2/J DEFGRID3
* xyz 2 5
Cr 0.10 -0.43 -2.09
O 1.88 -0.52 -0.30
O -0.11 3.28 -3.50
O -2.55 -1.29 -3.46
O 2.61 -1.44 -3.59
N -2.39 0.82 -0.29
N -0.25 0.00 -0.11
N 0.97 -0.32 1.78
C -0.02 2.22 -3.11
C -0.17 -0.04 2.50
C -1.35 0.33 1.87
C 0.92 -0.28 0.43
C 2.20 -0.69 2.47
C -1.41 0.41 0.46
C 1.66 -1.01 -3.09
C -1.57 -0.91 -2.95
H 2.53 0.12 3.14
H -2.42 0.75 -1.24
H 2.96 -0.89 1.73
H -3.28 1.06 0.20
H -0.08 -0.13 3.62
H 2.03 -1.60 3.09
H -2.27 0.56 2.45
*
```

Partial atomic charges computed with the natural (NBO) method, in multiples of e:
1 Cr 1.09
2 O -0.63
3 O -0.36
4 O -0.26
5 O -0.25
6 N -0.71
7 N -0.71
8 N -0.37
9 C 0.44
10 C 0.17
11 C -0.36
12 C 0.77
13 C -0.44
14 C 0.50
15 C 0.48
16 C 0.45
17 H 0.25
18 H 0.40
19 H 0.26
20 H 0.45
21 H 0.28
22 H 0.24
23 H 0.27

---

[3]
Formula: C8H7INO4S
Source: the OMol25 dataset
Level of theory: ωB97M-V/def2-TZVPD

As for the energy above the lowest of the compared OMol25 structures with the same formula, charge and spin: 1.330 eV. The HOMO energy (spin up / spin down) is -4.026 / -4.697 eV.

ORCA input file:
```
! wB97M-V def2-TZVPD RIJCOSX def2/J DEFGRID3
* xyz -1 1
I 3.05 -0.27 0.18
S 0.52 1.75 0.42
O -0.51 -2.44 2.21
O -1.01 -3.21 -1.65
O 0.00 3.12 0.59
O -2.69 -1.84 -0.78
N -0.71 -0.62 0.73
C -0.40 0.13 2.61
C -0.74 -1.03 -0.60
C -0.83 0.69 1.22
C -1.52 -2.26 -1.08
C -0.63 -1.29 1.92
C 0.11 1.18 -1.33
C -0.43 -0.04 -1.56
C 2.58 0.89 -1.54
H 3.11 1.82 -1.77
H 0.25 2.08 -1.91
H 2.52 0.18 -2.36
H -0.55 -0.33 -2.54
H -1.71 1.11 0.95
H 0.61 0.04 2.83
H -1.00 0.36 3.46
*
```

Partial atomic charges computed with the natural (NBO) method, in multiples of e:
1 I 0.08
2 S 1.21
3 O -0.56
4 O -0.67
5 O -1.00
6 O -0.70
7 N -0.45
8 C -0.50
9 C 0.24
10 C -0.20
11 C 0.74
12 C 0.73
13 C -0.31
14 C -0.39
15 C -0.69
16 H 0.18
17 H 0.23
18 H 0.18
19 H 0.22
20 H 0.22
21 H 0.24
22 H 0.22

---

[4]
Formula: C8H7N
Source: the OMol25 dataset
Level of theory: ωB97M-V/def2-TZVPD

As for the energy above the lowest of the compared OMol25 structures with the same formula, charge and spin: 5.290 eV. The HOMO energy is -8.192 eV.

ORCA input file:
```
! wB97M-V def2-TZVPD RIJCOSX def2/J DEFGRID3
* xyz 0 1
N -0.44 0.69 -0.05
C 1.81 0.64 -0.29
C -1.76 0.86 0.13
C -0.12 -0.66 -0.18
C 0.71 1.43 -0.05
C -2.33 -0.39 -0.02
C 1.35 -0.88 -0.47
C 2.43 -1.01 0.58
C -1.29 -1.35 -0.14
H -3.43 -0.61 -0.06
H -2.14 1.88 0.31
H 0.72 2.50 0.22
H 2.05 -0.58 1.59
H 2.73 0.89 -0.01
H -1.61 -2.43 -0.31
H 1.44 -1.42 -1.33
*
```

Partial atomic charges computed with the natural (NBO) method, in multiples of e:
1 N -0.34
2 C -0.26
3 C -0.08
4 C 0.12
5 C 0.08
6 C -0.27
7 C -0.35
8 C -0.14
9 C -0.28
10 H 0.23
11 H 0.22
12 H 0.23
13 H 0.13
14 H 0.24
15 H 0.24
16 H 0.23

---

[5]
Formula: C8H7N2O5Os
Source: the OMol25 dataset
Level of theory: ωB97M-V/def2-TZVPD

As for the energy above the lowest of the compared OMol25 structures with the same formula, charge and spin: 0.074 eV. The HOMO energy (spin up / spin down) is -18.894 / -23.297 eV.

ORCA input file:
```
! wB97M-V def2-TZVPD RIJCOSX def2/J DEFGRID3
* xyz 3 5
Os 1.40 1.57 -0.51
O 2.44 4.45 -0.39
O -1.14 1.99 1.26
O 3.24 1.44 -2.99
O 3.17 0.73 1.94
O -0.16 2.16 -3.16
N 0.12 -0.43 -0.19
N -1.72 -1.81 0.66
C 3.07 1.26 -1.80
C -0.17 1.93 0.61
C 2.51 0.98 1.01
C 2.05 3.34 -0.44
C 0.41 1.88 -2.19
C -1.53 -3.20 0.23
C -0.82 -0.94 0.30
C -2.89 -1.46 1.48
H -0.56 -3.59 0.61
H -3.49 -0.69 0.96
H -2.57 -1.02 2.44
H -1.49 -3.26 -0.87
H 3.97 0.85 -1.23
H -2.36 -3.81 0.61
H -3.49 -2.37 1.65
*
```

Partial atomic charges computed with the natural (NBO) method, in multiples of e:
1 Os 0.40
2 O -0.19
3 O -0.29
4 O -0.05
5 O -0.26
6 O -0.25
7 N -0.28
8 N -0.08
9 C 0.09
10 C 0.57
11 C 0.51
12 C 0.53
13 C 0.52
14 C -0.45
15 C 0.54
16 C -0.45
17 H 0.31
18 H 0.30
19 H 0.30
20 H 0.31
21 H 0.32
22 H 0.29
23 H 0.29

---

[6]
Formula: C8H7N2O5S
Source: the OMol25 dataset
Level of theory: ωB97M-V/def2-TZVPD

As for the energy above the lowest of the compared OMol25 structures with the same formula, charge and spin: 0.733 eV. The HOMO energy is -3.023 eV.

ORCA input file:
```
! wB97M-V def2-TZVPD RIJCOSX def2/J DEFGRID3
* xyz -1 1
S 2.03 -1.01 -0.39
O 2.84 3.60 0.86
O 2.44 -0.36 -1.67
O 4.43 0.91 1.26
O 2.27 -2.46 -0.15
O 4.75 4.33 0.91
N 2.25 -0.09 0.94
N 4.02 3.36 1.00
C -2.52 -0.57 -0.26
C 0.23 -0.83 -0.35
C -0.51 -1.67 0.45
C -3.99 -0.45 -0.21
C -1.88 -1.54 0.50
C 3.40 0.41 1.10
C -0.38 0.14 -1.10
C -1.75 0.27 -1.06
H -4.46 -1.38 -0.54
H 0.22 0.77 -1.74
H -4.33 -0.24 0.81
H 0.00 -2.44 1.01
H -2.46 -2.18 1.13
H -4.34 0.36 -0.85
H -2.25 1.04 -1.63
*
```

Partial atomic charges computed with the natural (NBO) method, in multiples of e:
1 S 2.21
2 O -0.60
3 O -0.90
4 O -0.35
5 O -0.91
6 O -0.58
7 N -0.86
8 N 0.21
9 C -0.01
10 C -0.22
11 C -0.20
12 C -0.63
13 C -0.23
14 C 0.94
15 C -0.20
16 C -0.21
17 H 0.21
18 H 0.25
19 H 0.22
20 H 0.23
21 H 0.20
22 H 0.21
23 H 0.21

---

[7]
Formula: C8H7N3NiO4
Source: the OMol25 dataset
Level of theory: ωB97M-V/def2-TZVPD

The HOMO energy (spin up / spin down) is -16.232 / -16.202 eV.

ORCA input file:
```
! wB97M-V def2-TZVPD RIJCOSX def2/J DEFGRID3
* xyz 2 3
Ni 0.04 0.68 -2.37
O 2.64 -0.66 -2.85
O -2.56 -0.69 -2.82
O 0.95 -1.85 -0.38
O 0.04 2.65 -5.17
N -1.05 2.20 0.03
N 0.01 0.22 -0.19
N 0.38 -1.14 1.76
C 0.47 -0.96 0.35
C -1.54 -0.15 -2.67
C 0.05 1.98 -4.25
C 0.90 -2.36 2.36
C -0.55 1.12 0.63
C -0.17 -0.20 2.58
C 1.59 -0.31 -2.46
C -0.66 0.95 2.04
H -1.10 1.72 2.65
H 1.27 -2.98 1.55
H -0.14 -0.50 3.65
H 0.08 -2.86 2.92
H 1.70 -2.09 3.08
H -1.43 2.95 0.56
H -0.91 2.27 -0.97
*
```

Partial atomic charges computed with the natural (NBO) method, in multiples of e:
1 Ni 1.14
2 O -0.27
3 O -0.25
4 O -0.61
5 O -0.28
6 N -0.72
7 N -0.68
8 N -0.38
9 C 0.77
10 C 0.44
11 C 0.45
12 C -0.43
13 C 0.48
14 C 0.20
15 C 0.46
16 C -0.39
17 H 0.27
18 H 0.27
19 H 0.27
20 H 0.24
21 H 0.24
22 H 0.45
23 H 0.35

---

[8]
Formula: C8H7NO
Source: the OMol25 dataset
Level of theory: ωB97M-V/def2-TZVPD

As for the energy above the lowest of the compared OMol25 structures with the same formula, charge and spin: 8.952 eV. The HOMO energy (spin up / spin down) is -7.122 / -7.704 eV.

ORCA input file:
```
! wB97M-V def2-TZVPD RIJCOSX def2/J DEFGRID3
* xyz 0 1
O 2.35 -0.17 -1.09
N 1.11 -0.10 1.09
C 1.20 -0.89 -0.95
C 0.91 -1.33 0.34
C 0.19 -0.32 -2.04
C -0.13 0.19 1.82
C -0.01 0.81 -1.06
C -1.22 0.96 1.05
C 1.10 0.52 -0.19
C -1.21 1.07 -0.31
H -0.56 -0.65 2.25
H 0.60 -0.25 -2.96
H 0.00 0.86 2.75
H -0.61 -0.99 -2.14
H -1.97 1.46 -0.93
H 0.27 -2.17 0.56
H -2.02 1.00 1.80
*
```

Partial atomic charges computed with the natural (NBO) method, in multiples of e:
1 O -0.43
2 N -0.43
3 C 0.19
4 C -0.08
5 C -0.40
6 C -0.25
7 C -0.08
8 C -0.18
9 C 0.44
10 C -0.26
11 H 0.21
12 H 0.23
13 H 0.20
14 H 0.22
15 H 0.22
16 H 0.20
17 H 0.22

---

[9]
Formula: C8H7NO2S
Source: the OMol25 dataset
Level of theory: ωB97M-V/def2-TZVPD

As for the energy above the lowest of the compared OMol25 structures with the same formula, charge and spin: 2.638 eV. The HOMO energy is -7.831 eV.

ORCA input file:
```
! wB97M-V def2-TZVPD RIJCOSX def2/J DEFGRID3
* xyz 0 1
S 1.65 -0.06 -1.30
O -1.81 0.28 0.87
O -0.35 3.03 -0.25
N 1.03 0.12 1.15
C -0.95 -0.04 -0.08
C 2.10 -0.54 1.14
C 0.52 2.31 0.06
C 2.81 -0.74 -0.17
C -2.91 -0.94 -0.64
C 0.45 0.36 -0.08
C -2.98 -0.19 0.57
C -1.57 -0.90 -0.98
H -3.93 0.12 1.14
H 2.90 -1.75 -0.28
H -3.63 -1.40 -1.29
H 2.64 -0.54 1.98
H 1.49 2.49 0.38
H 3.81 -0.36 -0.35
H -1.28 -1.24 -1.87
*
```

Partial atomic charges computed with the natural (NBO) method, in multiples of e:
1 S 0.25
2 O -0.36
3 O -0.47
4 N -0.37
5 C 0.22
6 C 0.11
7 C 0.50
8 C -0.62
9 C -0.32
10 C -0.16
11 C 0.10
12 C -0.29
13 H 0.21
14 H 0.22
15 H 0.23
16 H 0.19
17 H 0.12
18 H 0.24
19 H 0.22

---

[10]
Formula: C8H7NS
Source: the OMol25 dataset
Level of theory: ωB97M-V/def2-TZVPD

As for the energy above the lowest of the compared OMol25 structures with the same formula, charge and spin: 1.494 eV. The HOMO energy is -9.311 eV.

ORCA input file:
```
! wB97M-V def2-TZVPD RIJCOSX def2/J DEFGRID3
* xyz 0 1
S 2.93 -0.68 -0.28
N 2.69 2.09 -0.92
C 0.22 -0.38 0.46
C 1.60 -0.79 0.90
C 2.73 1.02 -0.69
C -2.27 0.43 -0.58
C -0.35 0.79 0.87
C -1.55 1.20 0.37
C -1.63 -0.79 -1.00
C -0.43 -1.22 -0.55
H -0.10 -2.35 -1.01
H 0.25 1.32 1.51
H 1.83 -0.21 2.05
H 1.56 -1.79 1.02
H -3.10 0.64 -1.00
H -2.10 2.11 0.63
H -2.29 -1.39 -1.79
*
```

Partial atomic charges computed with the natural (NBO) method, in multiples of e:
1 S 0.32
2 N -0.32
3 C -0.02
4 C -0.53
5 C 0.08
6 C -0.18
7 C -0.23
8 C -0.19
9 C -0.21
10 C -0.23
11 H 0.23
12 H 0.22
13 H 0.22
14 H 0.22
15 H 0.19
16 H 0.22
17 H 0.21